The following is a DFT calculation (ωB97M-V/def2-TZVPD) of C2H6N3O as an isolated structure.

Each line ends with the Mulliken charge.
CARTESIAN COORDINATES (ANGSTROEM)
C: -1.139 -0.200 0.135  -1.0043
C: 0.144 0.192 -0.580  0.0418
N: 3.444 0.189 1.178  -0.8521
N: 0.973 0.787 0.389  -0.7328
N: 2.646 -0.074 0.241  0.8247
O: 2.725 -0.855 -0.691  -0.6517
H: -0.827 0.018 1.238  0.3078
H: -2.105 0.494 0.028  0.1657
H: -1.612 -1.140 -0.149  0.2717
H: 0.054 0.958 -1.488  0.2278
H: 0.492 -0.831 -0.987  0.1445
H: 2.855 0.718 1.874  0.2569

Results
total charge: -1
highest occupied orbital energy: -2.45 eV
frontier orbital gap: 6.934 eV
ΔE to the lowest compared entry with this formula, charge and spin: 331.92 kJ/mol

=====

The following is a DFT calculation (ωB97M-V/def2-TZVPD) of an isolated ion of composition C2H6N3O and charge +1.

Each line ends with the Mulliken charge.
CARTESIAN COORDINATES (ANGSTROEM)
C: 0.808 0.869 -1.310  0.5174
C: 0.699 -0.700 0.346  -0.3404
N: 1.422 0.448 -0.297  -0.0462
N: -0.579 -0.579 -0.351  -0.7049
N: -1.601 -0.078 0.510  -0.1095
O: 0.584 1.511 -2.220  -0.2019
H: 1.238 -1.601 -0.031  0.3038
H: 0.730 -0.561 1.376  0.3609
H: 2.376 0.582 -0.150  0.2135
H: -1.938 -0.733 1.186  0.3407
H: -2.366 0.084 -0.111  0.3258
H: -1.373 0.760 1.052  0.3407

Results
total charge: +1
highest occupied orbital energy: -13.61 eV
frontier orbital gap: 9.669 eV
ΔE to the lowest compared entry with this formula, charge and spin: 401.59 kJ/mol

=====

The following is a DFT calculation (ωB97M-V/def2-TZVPD) of a 2-piece molecular cluster, C2H6N3O overall.

Each line ends with the Mulliken charge.
CARTESIAN COORDINATES (ANGSTROEM)
C: -1.156 0.608 -0.295  -1.0613
C: -0.630 -0.430 0.462  0.4629
N: 3.702 -0.388 -0.072  -0.7073
N: 1.549 0.391 0.189  -0.4678
N: 2.605 0.079 -0.055  0.8988
O: -0.520 -1.508 -0.205  -0.3381
H: -2.226 0.601 -0.352  0.3723
H: -0.710 0.499 -1.329  0.3257
H: -0.969 1.586 0.029  0.3516
H: -0.196 -0.606 1.458  0.4131
H: 4.337 -0.316 -0.864  0.3119
H: -0.082 -2.336 0.142  0.4380

Results
total charge: +1
highest occupied orbital energy: -14.44 eV
frontier orbital gap: 8.971 eV
ΔE to the lowest compared entry with this formula, charge and spin: 474.33 kJ/mol

=====

The following is a DFT calculation (ωB97M-V/def2-TZVPD) of a 2-piece molecular cluster, C2H6N3O2 overall.

Each line ends with the Mulliken charge.
CARTESIAN COORDINATES (ANGSTROEM)
C: 0.110 0.943 0.527  -1.2994
C: -0.455 -0.242 -0.319  0.2925
N: -1.689 -0.730 0.161  -0.7358
N: 0.458 -1.402 -0.381  -0.5841
N: -2.758 -0.036 0.026  1.0294
O: -2.796 1.005 -0.576  -0.6687
O: -3.813 -0.589 0.417  -0.7611
H: -0.590 1.847 0.190  0.2899
H: 1.157 1.051 0.073  0.3531
H: 0.016 0.858 1.583  0.3674
H: -0.569 0.366 -1.759  0.2103
H: -0.067 -2.249 -0.334  0.2807
H: 1.155 -1.335 0.385  0.2259

Results
total charge: -1
highest occupied orbital energy: -3.83 eV
frontier orbital gap: 8.156 eV
ΔE to the lowest compared entry with this formula, charge and spin: 626.80 kJ/mol

=====

The following is a DFT calculation (ωB97M-V/def2-TZVPD) of a 2-piece molecular cluster, C2H6N3O2 overall.

Each line ends with the Mulliken charge.
CARTESIAN COORDINATES (ANGSTROEM)
C: -0.983 -1.300 0.050  -0.7266
C: -1.164 1.257 0.080  -0.6064
N: 4.055 0.410 0.410  0.4694
N: 0.839 0.200 -0.127  -0.2266
N: -0.369 0.060 -0.004  0.5610
O: 3.669 -0.163 -0.445  0.1732
O: 1.729 -0.690 -0.236  -0.4721
H: -2.059 -1.085 0.242  0.2861
H: -1.021 -1.753 -0.975  0.3273
H: -0.437 -1.823 0.765  0.3046
H: -0.789 2.029 -0.600  0.2990
H: -2.304 1.029 -0.099  0.2379
H: -1.167 1.830 0.937  0.3731

Results
total charge: +1
highest occupied orbital energy (spin up / spin down): -14.53 / -13.61 eV
frontier orbital gap (spin up / spin down): 8.141 / 6.638 eV
ΔE to the lowest compared entry with this formula, charge and spin: 573.61 kJ/mol

=====

The following is a DFT calculation (ωB97M-V/def2-TZVPD) of a 2-piece molecular cluster, C2H6N3OS overall.

Each line ends with the Mulliken charge.
CARTESIAN COORDINATES (ANGSTROEM)
C: -1.539 -0.306 0.263  0.1609
C: 1.532 -0.448 0.356  0.7796
N: 1.492 -1.564 -0.339  -0.3155
N: -0.438 0.255 -0.010  0.0737
N: -0.350 1.570 -0.227  -0.7649
O: -2.643 0.317 0.314  -0.3963
S: 2.389 0.631 1.067  -0.2223
H: -1.610 -1.398 0.406  0.2989
H: 0.673 -1.803 -0.834  0.2254
H: 2.260 -2.218 -0.472  0.2610
H: -2.377 1.317 0.314  0.4229
H: 0.556 1.858 0.291  0.1834
H: 0.056 1.789 -1.128  0.2933

Results
total charge: +1
highest occupied orbital energy: -14.30 eV
frontier orbital gap: 9.439 eV
ΔE to the lowest compared entry with this formula, charge and spin: 315.05 kJ/mol

=====

- Which of these has the lowest ΔE to the lowest compared entry with this formula, charge and spin?
  C2H6N3OS

=====

Repeat the fifth record exactly.
The following is a DFT calculation (ωB97M-V/def2-TZVPD) of a 2-piece molecular cluster, C2H6N3O2 overall.

Each line ends with the Mulliken charge.
CARTESIAN COORDINATES (ANGSTROEM)
C: -0.983 -1.300 0.050  -0.7266
C: -1.164 1.257 0.080  -0.6064
N: 4.055 0.410 0.410  0.4694
N: 0.839 0.200 -0.127  -0.2266
N: -0.369 0.060 -0.004  0.5610
O: 3.669 -0.163 -0.445  0.1732
O: 1.729 -0.690 -0.236  -0.4721
H: -2.059 -1.085 0.242  0.2861
H: -1.021 -1.753 -0.975  0.3273
H: -0.437 -1.823 0.765  0.3046
H: -0.789 2.029 -0.600  0.2990
H: -2.304 1.029 -0.099  0.2379
H: -1.167 1.830 0.937  0.3731

Results
total charge: +1
highest occupied orbital energy (spin up / spin down): -14.53 / -13.61 eV
frontier orbital gap (spin up / spin down): 8.141 / 6.638 eV
ΔE to the lowest compared entry with this formula, charge and spin: 573.61 kJ/mol